DFT (wB97M-V/def2-TZVPD) results for a 2-piece molecular cluster, C4H2BrNO overall in a non-equilibrium geometry.

As for the total charge: 0. Its energy above the lowest of the compared OMol25 structures with the same formula, charge and spin is 144.6 kcal per mole. The HOMO-LUMO gap (alpha / beta) is 7.601 / 6.870 eV. As for the energy: -2857.34197 hartree. The calculation puts the HOMO energy (alpha / beta) at -9.56 / -9.19 eV.

Each line ends with the Löwdin charge.
Cartesian coordinates (Å):
C  0.9151  -1.5738  -0.0095  -0.29
C  0.1298  -0.4460  -0.0780  0.10
C  1.1823  1.5147  0.3815  -0.49
C  2.2895  0.9142  0.6022  -0.51
N  1.4518  -2.6174  -0.1255  0.17
O  0.3314  2.2060  0.0583  0.17
Br  3.6523  -0.0146  -0.1776  0.81
H  0.1837  0.3763  0.6618  0.06
H  -0.6455  -0.5375  -0.4804  -0.02